This record from the Open Molecules 2025 dataset describes a 2-piece molecular cluster, C4H7N2O4PS overall in a non-equilibrium geometry. The level of theory is ωB97M-V/def2-TZVPD.

Atoms and positions in Å:
C: 3.791 -0.033 0.134
C: -5.638 0.113 0.464
C: 2.603 0.501 1.041
C: 1.562 1.040 0.136
N: -1.590 -1.105 -1.268
N: 0.330 0.944 0.253
O: 4.110 0.620 -0.897
O: -5.945 -1.011 0.807
O: 4.284 -1.112 0.499
O: -6.006 1.279 0.640
P: -4.334 0.020 -1.008
S: -2.396 -0.008 -0.128
H: 2.306 -0.246 1.832
H: 3.173 1.324 1.529
H: 1.970 1.516 -0.700
H: -1.035 -0.608 -1.925
H: 0.003 0.393 1.022
H: -4.209 1.431 -0.996
H: -1.164 -1.974 -0.808

Computed properties:
**HOMO**: -1.51 eV
**Energy relative to the best compared isomer or geometry (same formula, charge and spin)**: 0.0 kJ/mol
**Total charge**: -2
**Orbital gap**: 7.28 eV
**Total energy**: -35555.9825 eV

***

This record from the Open Molecules 2025 dataset describes a 2-piece molecular cluster, C2H2N2S3 overall in a non-equilibrium geometry. The level of theory is ωB97M-V/def2-TZVPD.

Atoms and positions in Å:
C: 0.503 -1.034 0.362
C: 0.737 1.694 -1.252
N: 1.136 -0.487 -0.437
N: -0.358 -1.632 1.214
S: 2.093 1.958 -1.934
S: -1.803 1.028 0.342
S: -0.664 2.229 -0.624
H: -0.389 -2.628 1.092
H: -1.254 -1.128 1.238

Computed properties:
**HOMO (alpha / beta)**: -7.09 / -9.77 eV
**Multiplicity**: 3
**Energy relative to the best compared isomer or geometry (same formula, charge and spin)**: 0.0 kJ/mol
**Orbital gap (alpha / beta)**: 7.01 / 7.04 eV
**Total energy**: -37588.4614 eV

***

This record from the Open Molecules 2025 dataset describes a 2-piece molecular cluster, C4H4Cl3F overall in a non-equilibrium geometry. The level of theory is ωB97M-V/def2-TZVPD.

Atoms and positions in Å:
C: 0.452 -0.001 1.681
C: 0.576 1.280 1.765
C: -0.952 -0.385 -1.482
C: 0.251 -0.965 -0.889
F: 1.348 -0.372 -1.377
Cl: 0.876 2.198 3.189
Cl: 0.496 2.369 0.385
Cl: 0.322 -2.636 -0.721
H: 0.468 -0.891 2.190
H: -0.943 -0.744 -2.436
H: -0.948 0.726 -1.343
H: -1.946 -0.580 -0.961

Computed properties:
**HOMO (alpha / beta)**: -9.42 / -8.53 eV
**Energy relative to the best compared isomer or geometry (same formula, charge and spin)**: 425.4 kJ/mol
**Orbital gap (alpha / beta)**: 9.34 / 7.62 eV
**Total energy**: -44492.8873 eV